(1)
DFT (ωB97M-V/def2-TZVPD) results for a structure of composition CBr3NO2.

Output
**E_tot**: -216743.816 eV
**Relative energy (zero: lowest compared OMol25 entry of this formula, charge and spin)**: 1.7339 eV
**LUMO (alpha / beta)**: -1.47 / -1.00 eV
**HOMO (alpha / beta)**: -9.849 / -8.956 eV

Last column: Mulliken charge in e.
Cartesian coordinates (Å):
C: -0.560 -1.322 1.185  -0.090
N: 0.287 0.973 -0.409  0.796
O: 1.055 0.529 -1.183  -0.398
O: -0.068 1.981 0.086  -0.387
Br: 0.371 -2.995 0.804  -0.005
Br: 0.026 -0.422 2.729  0.037
Br: -2.402 -1.430 1.029  0.046

Forces on atoms 1 to 6 (eV/Å):
C 0.6465 -1.0570 0.3496
N -1.2519 -1.8513 0.8917
O 0.6028 0.9486 -0.4292
O 0.6458 0.8008 -0.4913
Br -0.4276 1.1203 0.1012
Br 0.1641 -0.0200 -0.1470



(2)
DFT (ωB97M-V/def2-TZVPD) results for a structure of composition C28H31F4N5O4PtS.

Output
**2S+1**: 5
**Expectation value of S²**: 6.04
**E_tot**: -70109.252 eV
**Relative energy (zero: lowest compared OMol25 entry of this formula, charge and spin)**: 1.5836 eV
**LUMO (alpha / beta)**: -6.81 / -10.73 eV
**Net charge**: +2
**HOMO (alpha / beta)**: -12.855 / -12.855 eV

Last column: Löwdin spin population.
Cartesian coordinates (Å):
Pt: -1.241 -0.848 0.223  1.554
C: 2.030 -3.670 1.689  0.014
C: 0.760 -3.122 1.101  0.019
N: 0.843 -1.698 0.750  0.302
C: 1.282 -0.780 1.892  0.011
C: 2.823 -0.377 1.826  0.010
C: 1.542 -1.486 -0.531  0.014
C: 0.654 -2.013 -1.699  0.028
N: -0.762 -1.612 -1.554  0.326
C: -1.591 -1.655 -2.646  0.024
C: -2.978 -1.393 -2.482  0.230
F: -3.597 -1.591 -1.255  0.083
C: -3.808 -1.203 -3.611  0.198
F: -5.035 -0.679 -3.512  0.074
C: -3.371 -1.553 -4.871  0.051
C: -2.043 -1.869 -5.036  0.154
F: -1.676 -2.027 -6.327  0.048
C: -1.150 -1.974 -3.965  0.281
F: 0.141 -2.388 -4.130  0.090
H: 1.986 -4.817 1.609  0.002
H: 2.144 -3.416 2.715  0.000
H: 2.894 -3.279 1.146  0.000
H: -0.065 -3.289 1.785  0.003
H: 0.515 -3.666 0.179  0.001
H: 1.066 -1.326 2.810  0.000
H: 0.654 0.110 1.861  0.006
H: 3.316 -0.958 1.031  0.000
H: 3.263 -0.627 2.793  0.001
H: 2.871 0.678 1.654  0.000
H: 2.577 -1.961 -0.483  0.008
H: 1.791 -0.408 -0.655  0.001
H: 0.718 -3.170 -1.842  0.008
H: 1.012 -1.563 -2.610  0.008
H: -4.091 -1.558 -5.729  0.000
N: -2.363 1.395 4.892  0.000
C: -2.217 0.064 5.338  0.001
O: -1.979 -0.178 6.489  0.002
C: -2.383 -0.989 4.271  0.009
C: -2.778 -2.302 4.496  -0.001
C: -2.779 -3.236 3.481  0.004
C: -2.458 -2.831 2.192  0.016
N: -1.921 -1.604 2.000  0.114
C: -1.982 -0.665 2.951  0.033
H: -2.282 2.005 5.676  0.000
H: -3.036 1.695 4.184  0.000
H: -3.072 -2.643 5.559  0.000
H: -3.047 -4.254 3.644  0.001
H: -2.621 -3.548 1.336  0.003
H: -1.910 0.394 2.690  0.010
O: 0.015 1.159 -2.132  0.009
C: -0.558 1.780 -1.199  0.012
N: -1.270 1.237 -0.127  0.180
C: -1.850 2.207 0.631  0.028
O: -2.770 2.075 1.484  0.007
C: -1.266 3.521 0.178  0.009
C: -1.327 4.802 0.738  0.002
C: -0.516 5.803 0.149  0.001
C: 0.215 5.460 -0.972  0.001
C: 0.355 4.160 -1.494  0.001
C: -0.495 3.221 -0.920  0.007
H: -2.000 5.048 1.545  0.000
H: -0.472 6.837 0.523  0.000
H: 0.858 6.248 -1.327  0.000
H: 1.083 3.850 -2.259  0.000
C: 3.029 1.756 -3.032  0.000
S: 4.092 2.102 -1.684  0.000
C: 5.635 2.653 -2.508  0.000
O: 4.342 0.765 -1.044  0.000
H: 3.287 2.439 -3.841  0.000
H: 1.974 1.761 -2.776  0.000
H: 3.230 0.767 -3.332  0.000
H: 6.099 1.712 -2.833  0.000
H: 6.210 3.183 -1.759  0.000
H: 5.451 3.341 -3.335  0.000

Forces on atoms 1 to 6 (eV/Å):
Pt 0.2488 0.4145 -0.4907
C 0.2995 -1.8103 -0.8410
C -0.4011 -0.3655 -0.3815
N -0.0642 1.2956 0.3997
C 1.1918 -0.5064 -0.5939
C -1.5730 -1.3225 0.2416



(3)
DFT (ωB97M-V/def2-TZVPD) results for a cluster of 5 separate species, C3H15NO4 in total.

Output
**E_tot**: -13032.493 eV
**Relative energy (zero: lowest compared OMol25 entry of this formula, charge and spin)**: 2.5448 eV
**LUMO**: 0.74 eV
**HOMO**: -8.369 eV

Last column: Mulliken charge in e.
Cartesian coordinates (Å):
C: 1.556 1.348 -1.369  -1.100
C: 1.972 0.701 -0.090  -0.365
C: 1.097 0.185 0.781  0.159
N: 1.427 -0.363 2.041  -0.533
H: 0.487 1.604 -1.398  0.283
H: 1.739 0.746 -2.259  0.273
H: 1.978 2.361 -1.439  0.333
H: 3.028 0.739 0.200  0.268
H: 0.124 -0.094 0.389  0.319
H: 1.141 -1.316 2.139  0.209
H: 2.331 -0.096 2.394  0.173
H: -1.756 1.252 2.952  0.311
H: -0.179 0.937 2.669  0.433
O: -0.887 1.593 2.762  -0.780
H: -0.329 -3.904 -2.803  0.316
H: -1.104 -2.532 -2.800  0.337
O: -0.235 -2.951 -2.825  -0.660
H: -1.945 1.196 1.215  0.418
H: -3.064 0.863 -0.133  0.290
O: -2.589 0.729 0.657  -0.744
H: -1.130 -1.706 -1.374  0.332
H: -1.971 -0.324 -0.526  0.377
O: -1.689 -0.968 -1.183  -0.647

Forces on atoms 1 to 6 (eV/Å):
C -0.7314 0.9075 -0.1083
C -0.2562 0.2364 0.8678
C 1.0457 -1.1385 -1.2103
N -0.8307 1.2260 -0.1371
H 0.0431 -0.5792 0.2601
H 0.3856 0.1554 -0.0175



Look up the E_tot of the first one.
-216743.816 eV



The highest relative energy (zero: lowest compared OMol25 entry of this formula, charge and spin) belongs to which entry?
C3H15NO4